Version w
{"formula": "C5H10N3S", "method": "the ωB97M-V functional and the def2-TZVPD basis", "total_charge": 1, "gap_ev": 9.047, "e_lumo_ev": -3.415, "elements": ["S", "N", "N", "N", "C", "C", "C", "C", "C", "H", "H", "H", "H", "H", "H", "H", "H", "H", "H"], "xyz": [[3.37, 0.52, 0.92], [-0.86, 1.88, 0.21], [-2.51, 0.41, -0.38], [-3.25, -0.80, -0.53], [-1.32, 0.63, 0.07], [1.48, -0.53, -0.42], [1.91, -1.53, 0.45], [2.24, 0.60, -0.40], [2.91, -1.10, 1.23], [-2.76, -1.63, -0.83], [0.75, -0.86, -1.12], [-1.55, 2.67, 0.37], [0.10, 1.95, 0.57], [-3.08, 1.32, -0.40], [3.37, -1.61, 2.03], [2.24, 1.41, -1.03], [-0.40, -0.05, -0.05], [1.44, -2.54, 0.54], [-4.07, -0.73, -1.23]]}

=====

Version x
{"formula": "C5H10N3S", "method": "the ωB97M-V functional and the def2-TZVPD basis", "total_charge": 1, "gap_ev": 8.717, "e_lumo_ev": -3.683, "smiles": "C[C@@]1(N)SC=CNC1=[NH2+]", "elements": ["S", "N", "N", "N", "C", "C", "C", "C", "C", "H", "H", "H", "H", "H", "H", "H", "H", "H", "H"], "xyz": [[-0.73, 1.78, 0.76], [0.07, -2.12, 0.61], [1.18, 0.20, 1.81], [-1.30, -0.81, -0.79], [0.51, 0.48, 0.59], [-1.62, 1.66, -0.69], [-1.82, 0.44, -1.26], [-0.34, -0.93, 0.15], [1.55, 0.66, -0.56], [-1.65, -1.64, -1.06], [-2.54, 0.15, -2.08], [-2.32, 2.37, -1.00], [-0.11, -2.98, 0.16], [1.15, 0.64, -1.52], [2.01, 1.49, -0.24], [0.73, 0.68, 2.67], [0.89, -2.14, 1.30], [2.20, 0.24, 1.73], [2.15, -0.20, -0.56]]}

=====

Stability, lowest: version w

=====

Version w
{"formula": "C33H51BrN8O4Rb", "method": "the ωB97M-V functional and the def2-TZVPD basis", "total_charge": 1, "gap_ev": 7.391, "e_lumo_ev": -2.012, "elements": ["Rb", "Br", "O", "O", "O", "O", "N", "N", "N", "N", "N", "N", "N", "N", "C", "C", "C", "C", "C", "C", "C", "C", "C", "C", "C", "C", "C", "C", "C", "C", "C", "C", "C", "C", "C", "C", "C", "C", "C", "C", "C", "C", "C", "C", "C", "C", "C", "H", "H", "H", "H", "H", "H", "H", "H", "H", "H", "H", "H", "H", "H", "H", "H", "H", "H", "H", "H", "H", "H", "H", "H", "H", "H", "H", "H", "H", "H", "H", "H", "H", "H", "H", "H", "H", "H", "H", "H", "H", "H", "H", "H", "H", "H", "H", "H", "H", "H", "H"], "xyz": [[0.38, -1.22, 0.76], [1.53, -2.55, 6.84], [1.47, 1.01, 2.32], [2.89, -1.37, 1.93], [-1.81, -0.21, 0.36], [2.91, -0.46, -0.78], [-2.03, -2.66, 1.58], [-3.34, 1.03, -1.35], [-4.79, -0.49, 5.08], [-0.16, -5.11, -3.39], [-3.60, 3.68, -2.25], [-0.95, 2.52, -1.14], [-0.28, -2.74, -2.43], [-4.31, -0.97, 6.13], [3.98, -1.54, 1.05], [-3.48, -1.70, 3.28], [-4.05, -0.53, 3.85], [-2.61, -2.50, 6.91], [-3.15, 0.79, 2.03], [-0.28, -2.06, 6.59], [-1.54, -3.45, -2.17], [-1.48, 3.20, -3.48], [-3.74, -3.01, 3.75], [-1.29, -2.88, 7.08], [0.93, -4.92, -2.43], [-0.80, 2.17, -2.56], [-0.58, -0.87, 5.95], [4.10, -0.48, -0.01], [-1.45, -4.91, -2.71], [-0.03, -4.12, -4.46], [-3.93, 0.66, 3.19], [-1.91, -0.51, 5.75], [-3.14, -4.08, 3.16], [0.81, -3.50, -1.81], [-2.50, -0.31, 1.47], [-3.51, 1.74, -3.73], [-1.37, 0.79, -2.82], [-3.01, 3.17, -3.50], [3.10, -0.56, 3.08], [2.76, 0.90, 2.89], [0.92, 2.31, 2.44], [-0.05, -2.69, -3.87], [-2.89, 0.75, -2.75], [-2.66, -1.59, 2.13], [3.02, 0.36, -1.93], [-2.25, -3.85, 2.09], [-2.93, -1.34, 6.21], [-0.03, 2.31, 1.91], [-1.52, -5.63, -1.89], [-1.09, 0.48, -3.83], [4.27, 0.51, 0.43], [0.21, -0.22, 5.61], [-1.72, -4.68, 1.64], [1.58, 3.06, 2.00], [3.23, 1.40, -1.65], [-0.95, 0.04, -2.14], [-2.34, -2.89, -2.67], [-0.85, -4.28, -5.16], [0.26, 2.15, -2.85], [2.07, 0.31, -2.46], [1.73, -2.92, -1.94], [-0.65, 1.76, -0.55], [4.96, -0.72, -0.64], [4.14, -0.64, 3.42], [2.46, -0.97, 3.86], [-4.42, 1.53, 3.62], [3.82, -2.50, 0.56], [-2.25, -5.12, -3.41], [-3.33, -5.09, 3.50], [-1.12, 4.21, -3.24], [-4.44, -3.16, 4.56], [4.92, -1.60, 1.61], [-1.14, 2.98, -4.50], [0.59, -3.56, -0.74], [-4.57, 3.93, -2.41], [-0.40, 3.34, -0.91], [-3.33, 3.78, -4.35], [-0.84, -2.08, -4.32], [-2.68, 0.57, -0.62], [-3.12, 4.52, -1.94], [3.81, 0.01, -2.59], [1.87, -5.05, -2.95], [-3.30, 2.05, -1.22], [0.90, -4.32, -5.00], [2.78, 1.38, 3.88], [0.74, 2.56, 3.49], [0.86, -5.69, -1.66], [0.90, -2.17, -4.04], [-4.60, 1.71, -3.68], [-3.22, -0.27, -2.99], [-1.04, -3.79, 7.61], [-2.15, 0.41, 5.25], [-3.42, -3.11, 7.31], [-4.30, 0.73, -1.20], [-3.04, 1.75, 1.55], [-3.22, 1.43, -4.74], [3.49, 1.42, 2.26], [-1.74, -3.41, -1.10]]}

=====

Version x
{"formula": "C33H51BrN8O4Rb", "method": "the ωB97M-V functional and the def2-TZVPD basis", "total_charge": 1, "gap_ev": 6.026, "e_lumo_ev": -2.457, "elements": ["Rb", "Br", "O", "O", "O", "O", "N", "N", "N", "N", "N", "N", "N", "N", "C", "C", "C", "C", "C", "C", "C", "C", "C", "C", "C", "C", "C", "C", "C", "C", "C", "C", "C", "C", "C", "C", "C", "C", "C", "C", "C", "C", "C", "C", "C", "C", "C", "H", "H", "H", "H", "H", "H", "H", "H", "H", "H", "H", "H", "H", "H", "H", "H", "H", "H", "H", "H", "H", "H", "H", "H", "H", "H", "H", "H", "H", "H", "H", "H", "H", "H", "H", "H", "H", "H", "H", "H", "H", "H", "H", "H", "H", "H", "H", "H", "H", "H", "H"], "xyz": [[0.30, 0.53, 0.17], [2.14, 0.14, -8.84], [-0.38, -0.01, 2.90], [1.72, 1.81, 2.22], [2.31, 0.55, -1.30], [-0.22, -2.21, 1.05], [-2.44, 0.58, -1.16], [5.85, -2.96, -5.13], [-0.90, 5.88, -0.44], [-2.34, -0.70, -3.87], [5.87, -2.90, -3.90], [-1.66, -2.11, -1.60], [-0.89, 3.32, -0.52], [1.25, -1.58, -2.78], [4.91, -2.07, -3.18], [-1.06, -1.24, 3.08], [3.09, -0.29, -1.85], [-3.82, 0.07, -1.19], [4.08, -0.08, -6.77], [2.60, -1.41, -2.65], [1.22, 1.65, 3.54], [1.65, -3.47, -4.23], [-4.36, 0.03, -2.62], [-1.48, 3.79, 0.75], [-3.83, -1.33, -0.58], [0.49, 3.84, -0.62], [0.82, -2.54, -3.57], [-3.76, -2.40, -2.87], [0.70, -3.11, 0.43], [-1.68, 3.87, -1.63], [4.49, -0.21, -1.72], [3.42, -2.17, -7.78], [2.99, -3.35, -4.07], [-0.31, -2.40, 2.46], [-3.74, -1.02, -3.54], [3.05, 1.36, 2.03], [5.37, -1.09, -2.34], [-3.15, -2.37, -1.47], [-1.64, 5.42, -1.61], [4.91, -0.76, -5.89], [3.52, -2.28, -3.31], [4.98, -2.14, -5.95], [-1.53, 5.35, 0.77], [0.48, 5.39, -0.53], [3.32, -0.79, -7.68], [4.27, -2.84, -6.92], [0.68, 0.26, 3.82], [-1.23, -1.87, -0.70], [-3.23, -3.12, -3.49], [-2.31, 1.29, -1.88], [-2.26, 1.09, -0.30], [-2.55, 5.71, 0.81], [-1.51, -1.35, -2.28], [-4.36, -1.08, -4.43], [0.31, 0.24, 4.85], [0.70, -2.47, 2.88], [-3.36, -1.32, 0.41], [-1.00, 5.75, 1.63], [4.89, 0.60, -1.13], [1.67, -3.08, 0.94], [1.20, -4.26, -4.83], [3.16, 0.30, 2.32], [4.40, -3.92, -6.99], [-2.03, -1.12, 2.59], [0.95, 5.84, -1.40], [-4.49, 0.70, -0.60], [-0.87, 3.40, 1.56], [-0.25, -2.61, -3.75], [0.91, 3.48, -1.56], [0.41, 2.38, 3.66], [-1.17, -2.93, -1.95], [3.27, 1.44, 0.97], [0.32, -4.14, 0.46], [-1.28, 3.47, -2.57], [3.67, -4.06, -4.53], [-4.25, 1.03, -3.07], [-2.71, 3.50, -1.53], [1.47, -0.49, 3.73], [-2.48, 3.36, 0.85], [-2.25, 0.27, -4.13], [2.84, -2.70, -8.53], [0.87, -2.78, -0.59], [-3.23, -3.36, -1.01], [4.01, 1.00, -6.74], [-4.86, -1.66, -0.43], [1.99, 1.88, 4.27], [-2.65, 5.84, -1.58], [-5.43, -0.16, -2.57], [-2.03, -1.23, -4.67], [1.02, 5.74, 0.35], [-1.26, -1.42, 4.14], [1.08, 3.40, 0.18], [5.50, -0.20, -5.18], [-1.15, 5.81, -2.50], [-0.83, -3.34, 2.68], [-4.79, -2.75, -2.79], [6.44, -0.96, -2.21], [3.74, 1.96, 2.63]]}

=====

Stability, lowest: version x

=====

Version w
{"formula": "C8H17NO", "method": "the ωB97M-V functional and the def2-TZVPD basis", "total_charge": 0, "gap_ev": 7.558, "e_lumo_ev": 0.804, "elements": ["O", "N", "C", "C", "C", "C", "C", "C", "C", "C", "H", "H", "H", "H", "H", "H", "H", "H", "H", "H", "H", "H", "H", "H", "H", "H", "H"], "xyz": [[2.34, -1.42, 0.46], [0.02, -0.21, 0.38], [-2.06, -1.57, 0.08], [-1.19, -0.43, -0.46], [0.95, 0.87, 0.04], [-0.10, -0.56, 1.80], [-0.88, -0.77, -1.93], [0.40, 1.99, -0.81], [1.80, 1.43, 1.16], [1.62, -0.84, -0.30], [-1.77, 0.50, -0.42], [1.23, 2.63, -1.13], [2.45, 0.67, 1.61], [1.62, -0.55, -1.38], [-2.89, -1.72, -0.61], [-0.12, 1.69, -1.71], [-0.46, -1.77, -2.00], [-0.76, 0.14, 2.31], [2.45, 2.19, 0.75], [-1.81, -0.74, -2.49], [-0.29, 2.62, -0.24], [0.88, -0.54, 2.27], [-0.45, -1.58, 1.90], [-1.49, -2.50, 0.13], [-0.19, -0.08, -2.41], [1.21, 1.90, 1.96], [-2.49, -1.35, 1.05]]}

=====

Version x
{"formula": "C8H17NO", "method": "the ωB97M-V functional and the def2-TZVPD basis", "total_charge": 0, "gap_ev": 8.020, "e_lumo_ev": 0.268, "smiles": "C=C(C)CNO.C=C(C)C", "elements": ["O", "N", "C", "C", "C", "C", "C", "C", "C", "C", "H", "H", "H", "H", "H", "H", "H", "H", "H", "H", "H", "H", "H", "H", "H", "H", "H"], "xyz": [[-2.94, -0.23, -1.16], [-2.04, 0.81, -0.75], [-0.02, -0.48, 2.14], [2.14, -0.74, -0.38], [-1.70, 0.62, 0.61], [-0.58, -0.49, 0.91], [-0.84, -1.81, 0.23], [1.60, 1.64, 0.27], [1.21, 0.43, -0.53], [0.51, 0.61, -1.72], [1.82, -1.60, -0.97], [-1.32, 1.57, 0.99], [-2.58, 0.30, 1.17], [-0.93, 0.71, -1.36], [-0.75, -1.72, -0.85], [0.07, 0.44, 2.71], [-1.86, -2.13, 0.42], [2.20, -1.05, 0.67], [1.72, 1.39, 1.32], [2.56, 2.03, -0.09], [-3.62, 0.23, -1.66], [0.59, -0.16, -2.48], [3.15, -0.45, -0.70], [-0.16, -2.58, 0.58], [0.86, 2.44, 0.18], [0.49, 1.61, -2.14], [0.40, -1.37, 2.59]]}

=====

Stability, lowest: version x

=====

Version w
{"formula": "C8H16N2", "method": "the ωB97M-V functional and the def2-TZVPD basis", "total_charge": 0, "gap_ev": [7.625, 7.526], "e_lumo_ev": [-0.386, -0.257], "elements": ["N", "N", "C", "C", "C", "C", "C", "C", "C", "C", "H", "H", "H", "H", "H", "H", "H", "H", "H", "H", "H", "H", "H", "H", "H", "H"], "xyz": [[0.25, 0.78, 1.98], [0.55, -1.84, 3.17], [0.79, 0.01, -0.44], [0.60, -0.20, 1.36], [-0.67, 2.08, -0.07], [-0.33, 1.22, -2.37], [1.08, -1.14, -1.13], [-1.81, -0.03, -0.75], [-0.59, 0.88, -0.90], [0.94, -1.58, 1.80], [-0.27, 1.68, 1.10], [2.07, -1.33, -1.53], [0.87, -1.10, 3.79], [0.94, -2.72, 3.49], [1.62, 0.73, -0.45], [-1.67, 2.42, 0.21], [-1.17, 1.77, -2.79], [0.57, 1.83, -2.48], [0.35, -1.93, -1.26], [-2.70, 0.49, -1.10], [2.02, -1.70, 1.58], [-1.70, -0.94, -1.34], [-1.97, -0.30, 0.29], [0.42, -2.27, 1.13], [0.00, 2.89, -0.34], [-0.18, 0.30, -2.94]]}

=====

Version x
{"formula": "C8H16N2", "method": "the ωB97M-V functional and the def2-TZVPD basis", "total_charge": 0, "gap_ev": 9.423, "e_lumo_ev": 0.828, "smiles": "CCc1c[nH]cn1.CCC", "elements": ["N", "N", "C", "C", "C", "C", "C", "C", "C", "C", "H", "H", "H", "H", "H", "H", "H", "H", "H", "H", "H", "H", "H", "H", "H", "H"], "xyz": [[-2.54, 2.10, -1.14], [-2.17, -0.05, -1.30], [-1.25, 1.98, -1.61], [-1.04, 0.62, -1.67], [0.23, -0.11, -1.93], [1.14, 0.53, -3.01], [0.84, -0.20, 3.31], [1.64, -2.26, 2.06], [-3.05, 0.87, -0.98], [0.56, -1.15, 2.16], [-0.44, -1.59, 2.25], [0.96, 0.03, -3.96], [1.77, -2.60, 1.04], [-0.61, 2.83, -1.69], [-4.05, 0.70, -0.61], [1.45, -3.07, 2.75], [1.80, -0.31, 3.82], [-2.99, 2.99, -1.00], [0.80, -0.28, -1.03], [2.58, -1.76, 2.29], [0.48, -0.63, 1.20], [2.19, 0.39, -2.78], [0.91, 1.59, -3.12], [-0.01, -1.12, -2.23], [0.09, -0.35, 4.10], [0.73, 0.86, 3.08]]}

=====

Stability, lowest: version w